Computed, not measured: an isolated ion of composition C4H7N2O2 and charge +1, with wB97M-V/def2-TZVPD.

Positions of all 15 atoms, in Å:
C 0.743 -0.736 -0.773
C 0.609 -0.563 0.836
C -0.962 0.864 -0.995
C -0.015 0.554 1.328
N -0.422 -0.148 -1.546
N -0.711 1.165 0.204
O -0.568 1.316 2.397
O 0.897 -2.031 -1.280
H 1.766 -0.262 -0.950
H 1.234 -1.238 1.355
H -1.956 1.167 -1.280
H -0.480 -0.524 -2.443
H -1.229 1.921 0.662
H -0.193 1.295 3.264
H 1.287 -2.781 -0.778

Atomic forces in eV per Å
C 2.09 -0.16 1.58
C -0.80 1.46 -0.24
C -3.10 -0.98 -0.87
C -0.96 -0.78 -2.18
N 4.08 -1.71 2.16
N 0.13 3.44 4.98
O 0.95 -1.69 -2.70
O -0.81 -0.51 -0.05
H -1.63 0.30 -0.46
H 0.30 -0.60 0.74
H 0.20 0.94 -1.18
H -0.77 -0.32 -1.78
H -0.29 -0.11 -0.96
H 0.96 -0.61 0.81
H -0.36 1.31 0.13

Calculated values
Highest occupied orbital energy (eV): -13.7063
SMILES: OC1=C[C@@H](O)NC=[NH+]1
Net charge: +1
LUMO (Ha): -0.1455

Atom charges from the natural (NBO) analysis, given in e for atoms 1 to 2: C 0.24; C -0.29

Computed, not measured: C4H7N2O3P in the gas phase, with wB97M-V/def2-TZVPD.

Positions of all 17 atoms, in Å:
C 0.191 -0.867 0.391
C -0.031 -2.313 0.536
C 1.464 -0.110 0.684
C -0.271 1.240 -0.056
N -0.753 -0.119 -0.017
N 1.179 1.211 0.132
O -1.877 -4.311 -0.231
O 0.702 -3.066 1.112
O -2.775 -2.034 0.365
P -1.613 -2.887 -0.308
H 1.594 -0.046 1.773
H 2.352 -0.579 0.261
H -0.575 1.724 -0.987
H -0.744 1.778 0.778
H -2.620 -1.082 0.312
H 1.656 1.339 -0.753
H -1.506 -2.353 -1.591

Atomic forces in eV per Å
C 0.45 0.90 -0.04
C -0.76 -0.59 -0.21
C 0.08 0.00 0.35
C 0.11 0.78 0.21
N -0.13 -0.61 0.02
N 0.08 0.07 -0.36
O 0.18 -0.85 -0.04
O 0.26 0.10 0.08
O -0.16 -0.08 0.18
P -0.46 0.21 0.22
H 0.08 -0.16 -0.10
H -0.02 0.04 0.03
H 0.10 0.01 0.09
H -0.06 -0.05 -0.16
H 0.18 0.23 -0.08
H -0.09 -0.07 0.08
H 0.16 0.08 -0.27

Calculated values
Highest occupied orbital energy (eV): -9.8596
SMILES: O=C(C1=NCNC1)[P@@H](=O)O
LUMO (Ha): -0.0368

Atom charges from the natural (NBO) analysis, given in e for atoms 1 to 2: C 0.16; C 0.21

Computed, not measured: a 2-piece molecular cluster, C4H7N2P overall, with wB97M-V/def2-TZVPD.

Positions of all 14 atoms, in Å:
C 2.058 -0.294 -0.014
C 1.657 1.003 -0.225
C 1.023 -0.866 0.740
C -1.962 -0.886 -0.340
N 0.461 1.136 0.384
N 0.064 0.011 0.967
P -3.128 0.245 0.019
H 2.959 -0.767 -0.348
H 2.119 1.815 -0.748
H 0.943 -1.867 1.112
H -1.858 -1.752 0.291
H -1.322 -0.850 -1.205
H -2.892 1.115 -1.067
H -0.122 1.957 0.435

Atomic forces in eV per Å
C 0.07 0.13 -0.10
C 0.13 -0.13 -0.06
C 0.11 0.33 -0.13
C -0.95 0.34 -0.26
N 0.13 0.09 -0.08
N 0.03 -0.12 0.85
P -0.09 -0.42 0.08
H 0.19 -0.02 -0.11
H 0.09 0.17 -0.10
H -0.07 -0.22 0.12
H 0.06 -0.13 0.15
H 0.16 0.01 -0.11
H 0.08 0.13 -0.25
H 0.04 -0.16 -0.01

Calculated values
Highest occupied orbital energy (eV): -8.7415
SMILES: c1cn[nH]c1.C=P
LUMO (Ha): 0.0191

Atom charges from the natural (NBO) analysis, given in e for atoms 1 to 2: C -0.35; C -0.06

Computed, not measured: C4H7N2P as an isolated structure, with wB97M-V/def2-TZVPD.

Positions of all 14 atoms, in Å:
C 0.093 -0.054 1.806
C 0.202 0.292 0.458
C 0.763 1.577 -0.040
C -0.494 -0.667 -1.699
N -1.239 -2.873 2.164
N -0.261 -0.681 -0.294
P -0.617 -1.648 1.610
H 0.475 0.401 2.695
H 1.839 1.460 -0.179
H 0.594 2.367 0.688
H 0.329 1.856 -0.997
H -1.029 -1.579 -1.959
H -1.105 0.193 -1.999
H 0.450 -0.643 -2.253

Atomic forces in eV per Å
C -0.14 -0.72 0.62
C -0.32 -0.62 0.14
C 0.02 0.05 -0.06
C -0.05 0.06 -0.31
N 0.15 0.15 -0.26
N -0.14 -0.70 1.15
P 0.49 1.69 -1.08
H 0.03 0.10 0.14
H 0.01 0.01 0.00
H 0.03 0.04 -0.04
H -0.04 0.03 -0.02
H 0.03 0.06 -0.12
H 0.01 -0.11 -0.07
H -0.09 -0.05 -0.10

Calculated values
Highest occupied orbital energy (eV): -8.2975
LUMO (Ha): 0.0037

Atom charges from the natural (NBO) analysis, given in e for atoms 1 to 2: C -0.84; C 0.32

Computed, not measured: an isolated ion of composition C4H7N2S and charge +1, with wB97M-V/def2-TZVPD.

Positions of all 14 atoms, in Å:
C 1.663 -0.577 0.021
C 1.266 -1.841 0.333
C 0.558 0.296 -0.153
C -2.028 0.320 0.110
N -0.596 -0.364 0.013
N 0.628 1.590 -0.452
S -0.425 -1.990 0.409
H 2.688 -0.275 -0.058
H 1.896 -2.688 0.524
H -2.167 0.928 -0.777
H -2.748 -0.491 0.127
H -2.061 0.902 1.024
H 1.524 2.025 -0.591
H -0.196 2.164 -0.528

Atomic forces in eV per Å
C 0.06 -0.50 0.14
C -0.26 0.52 -0.10
C -0.26 -0.55 0.03
C 2.23 -1.12 -0.29
N -2.25 1.41 0.24
N -0.21 0.19 0.03
S 0.30 0.11 -0.02
H 0.21 0.10 -0.07
H 0.12 -0.20 0.01
H 0.00 -0.01 -0.06
H -0.04 0.02 0.01
H 0.02 0.02 0.08
H -0.04 0.00 0.02
H 0.12 -0.01 -0.02

Calculated values
Highest occupied orbital energy (eV): -13.5470
Net charge: +1
LUMO (Ha): -0.1408

Atom charges from the natural (NBO) analysis, given in e for atoms 1 to 2: C -0.31; C -0.32

Computed, not measured: an isolated ion of composition C4H7N2S and charge +1, with wB97M-V/def2-TZVPD.

Positions of all 14 atoms, in Å:
C -0.194 -1.362 0.085
C 1.240 -1.572 0.024
C 1.314 0.846 0.261
C -2.110 0.096 0.149
N -0.787 -0.281 -0.313
N 1.384 1.969 -0.379
S 2.449 -0.392 -0.021
H -0.791 -2.162 0.284
H 1.784 -2.462 0.421
H -2.112 1.228 0.143
H -2.890 -0.298 -0.571
H -2.222 -0.403 1.152
H 0.966 2.785 -0.027
H 1.969 2.007 -1.207

Atomic forces in eV per Å
C 1.83 1.81 -1.94
C -0.56 -2.16 1.57
C 0.14 1.04 -1.32
C -0.33 -0.35 -0.52
N 2.27 0.50 1.25
N 0.80 -1.33 0.42
S -0.28 1.34 -0.45
H -1.42 -2.65 1.14
H -1.48 0.01 -0.69
H -0.44 -1.42 0.35
H 0.70 0.57 0.83
H -0.44 0.99 -0.85
H -0.91 1.23 0.19
H 0.13 0.42 0.01

Calculated values
Highest occupied orbital energy (alpha / beta) (eV): -12.5073 / -13.8146
2S+1: 3
Net charge: +1
LUMO (alpha / beta) (Ha): -0.1708 / -0.2564

Atom charges from the natural (NBO) analysis, given in e for atoms 1 to 2: C 0.04; C -0.33

Computed, not measured: C4H7N3 as an isolated structure, with wB97M-V/def2-TZVPD.

Positions of all 14 atoms, in Å:
C 0.367 -2.076 -0.051
C 0.948 -0.664 0.097
N -0.019 0.292 0.652
C -0.894 0.993 -0.044
N -0.227 2.554 -0.928
C -1.843 1.911 0.536
N -0.928 2.817 0.176
H -0.539 -2.071 -0.668
H 0.117 -2.545 0.910
H 1.100 -2.729 -0.533
H 1.264 -0.254 -0.869
H 1.848 -0.687 0.729
H -0.283 0.209 1.624
H -0.912 2.251 -1.630

Atomic forces in eV per Å
C 0.04 -0.05 -0.07
C -0.02 -0.06 -0.12
N -0.47 -0.26 -0.03
C 0.35 -0.06 0.64
N -0.26 -0.08 0.15
C 0.26 -0.12 -0.36
N -0.05 0.10 -0.24
H 0.18 0.08 0.11
H 0.06 0.31 -0.13
H -0.06 0.11 0.02
H -0.14 -0.14 0.13
H -0.40 0.14 -0.07
H 0.37 -0.16 0.13
H 0.14 0.21 -0.16

Calculated values
Highest occupied orbital energy (eV): -8.9719
LUMO (Ha): 0.0055

Atom charges from the natural (NBO) analysis, given in e for atoms 1 to 2: C -0.62; C -0.21

Computed, not measured: C4H7N3 in the gas phase, with wB97M-V/def2-TZVPD.

Positions of all 14 atoms, in Å:
C 2.254 -0.274 0.288
N 1.493 0.149 -0.893
C 0.219 0.532 -0.593
N -0.638 1.443 -0.729
N -2.856 -0.357 -0.799
C -2.121 -0.427 0.233
C -0.879 0.394 0.332
H 1.618 -0.954 0.855
H 3.170 -0.802 0.002
H 2.532 0.557 0.957
H 1.964 0.853 -1.454
H -3.733 -0.871 -0.687
H -2.373 -0.983 1.148
H -0.650 0.739 1.340

Atomic forces in eV per Å
C 0.18 -0.16 0.16
N -0.21 0.21 0.10
C -0.12 0.57 0.00
N 0.60 -0.15 -0.50
N 0.06 -0.11 0.41
C -0.10 0.10 -0.40
C 0.02 -0.01 0.50
H 0.14 -0.04 -0.01
H -0.26 0.09 -0.08
H -0.13 -0.11 -0.27
H -0.09 -0.19 0.00
H 0.30 -0.09 0.05
H -0.06 0.02 -0.18
H -0.34 -0.11 0.21

Calculated values
Highest occupied orbital energy (eV): -9.3479
SMILES: [H]/N=C/[C@@H]1N=C1NC
LUMO (Ha): 0.0314

Atom charges from the natural (NBO) analysis, given in e for atoms 1 to 2: C -0.41; N -0.60

Computed, not measured: a 2-piece molecular cluster, C4H7N3 overall, with wB97M-V/def2-TZVPD.

Positions of all 14 atoms, in Å:
C -1.333 -1.445 -0.376
C -0.326 1.575 0.617
C 2.759 1.215 0.127
C -0.054 0.324 -1.474
N -0.430 -0.868 -1.336
N -0.560 1.352 -0.623
N 2.520 0.336 -0.567
H -2.197 -0.752 -0.461
H -1.118 -1.486 0.703
H -1.083 2.204 1.089
H 0.483 1.314 1.248
H 2.873 1.849 0.995
H -1.403 -2.527 -0.637
H 0.462 0.530 -2.412

Atomic forces in eV per Å
C -0.21 0.35 0.03
C -1.79 0.81 -2.16
C -0.11 -0.24 1.04
C -0.77 -0.20 1.09
N 1.13 -0.81 -0.54
N 0.41 -0.42 0.79
N 0.46 0.22 -0.31
H -0.45 -1.27 0.13
H 0.72 0.59 -0.17
H 0.23 0.17 0.13
H 0.95 -0.98 0.26
H 0.18 0.07 -0.68
H -0.84 1.00 -0.06
H 0.09 0.71 0.46

Calculated values
Highest occupied orbital energy (eV): -8.7047
SMILES: C=N/C=N\C.C#N
LUMO (Ha): 0.0252

Atom charges from the natural (NBO) analysis, given in e for atoms 1 to 2: C -0.46; C -0.03

Computed, not measured: a 2-piece molecular cluster, C4H7N3 overall, with wB97M-V/def2-TZVPD.

Positions of all 14 atoms, in Å:
C -1.828 0.200 -0.416
C -1.199 -0.668 0.604
N 0.486 0.605 0.950
C 1.278 0.082 0.035
N 0.851 -0.934 -0.645
C 2.623 0.631 -0.164
N 3.704 1.014 -0.322
H -1.084 0.162 -1.214
H -1.946 1.216 -0.052
H -2.761 -0.199 -0.837
H -1.174 -1.723 0.314
H -1.267 -0.539 1.662
H 0.760 1.533 1.293
H 1.556 -1.381 -1.209

Atomic forces in eV per Å
C 0.17 0.19 0.05
C 0.05 0.35 0.22
N 0.00 -0.57 -0.19
C -0.13 -0.37 -0.09
N 0.50 -0.12 -0.07
C 0.94 0.32 -0.18
N -1.09 -0.32 0.16
H -0.29 0.35 -0.26
H -0.16 0.01 -0.15
H 0.15 -0.09 0.34
H 0.77 0.52 0.13
H -0.59 0.25 0.27
H -0.56 -0.46 -0.04
H 0.25 -0.05 -0.19

Calculated values
Highest occupied orbital energy (eV): -8.9997
LUMO (Ha): -0.0145

Atom charges from the natural (NBO) analysis, given in e for atoms 1 to 2: C -0.71; C 0.05

Looking at strongest force on any atom for the records above, in order, we have 0.118 0.020 0.020 0.040 0.052 0.063 0.014 0.015 0.057 0.022 hartree/bohr.
Looking at energy relative to the best compared isomer or geometry (same formula, charge and spin) for the records above, in order, we have 53.1 0.0 38.7 69.5 0.0 54.0 143.8 56.7 75.1 84.1 kcal per mole.